1.
Molecular formula: C60H40AsCl5N4O2PTi
Method: DFT, the ωB97M-V functional and the def2-TZVPD basis

Geometry as ORCA input:
```
! wB97M-V def2-TZVPD RIJCOSX def2/J DEFGRID3
* xyz -1 3
Ti -0.017 0.251 -0.178
C 3.994 -0.897 -4.171
C 2.832 -0.536 -4.844
C 1.765 0.032 -4.165
C 1.826 0.260 -2.781
C 2.997 -0.119 -2.114
C 4.061 -0.684 -2.802
N 0.749 0.748 -2.043
C -0.162 1.603 -2.664
C 0.140 2.586 -3.605
C -0.867 3.368 -4.162
C -2.198 3.176 -3.810
C -2.523 2.219 -2.857
C -1.522 1.465 -2.269
N -1.692 0.497 -1.273
N -2.868 -0.001 -0.994
C -2.749 -0.897 0.037
C -3.892 -1.592 0.473
C -3.786 -2.474 1.514
C -2.540 -2.673 2.128
C -1.467 -1.966 1.655
N -1.542 -1.089 0.635
H 4.822 -1.347 -4.703
H 2.749 -0.707 -5.911
H 0.866 0.299 -4.707
H 3.062 0.040 -1.046
H 4.950 -0.971 -2.252
H 1.175 2.745 -3.881
H -0.607 4.141 -4.876
H -2.975 3.774 -4.269
H -3.546 2.058 -2.539
H -4.826 -1.400 -0.037
H -4.659 -3.012 1.864
H -2.411 -3.367 2.947
H -0.485 -2.100 2.094
O 2.708 -2.183 0.611
C 2.149 -1.379 1.341
O 1.443 -0.376 0.931
C 2.248 -1.553 2.859
C 3.143 -2.531 3.287
C 3.354 -2.769 4.633
C 2.663 -2.019 5.573
C 1.757 -1.060 5.158
C 1.514 -0.820 3.803
P 0.329 0.520 3.290
C 1.491 1.898 3.732
C 1.366 2.740 4.835
C 2.279 3.766 5.053
C 3.339 3.959 4.181
C 3.496 3.101 3.101
C 2.583 2.081 2.884
C -0.896 0.556 4.661
C -1.364 -0.624 5.245
C -2.467 -0.619 6.089
C -3.141 0.565 6.351
C -2.712 1.740 5.748
C -1.613 1.731 4.903
H 3.674 -3.092 2.530
H 4.061 -3.527 4.947
H 2.831 -2.179 6.631
H 1.225 -0.478 5.900
H 0.566 2.596 5.548
H 2.152 4.419 5.908
H 4.041 4.768 4.343
H 4.319 3.234 2.410
H 2.722 1.416 2.040
H -0.861 -1.562 5.041
H -2.805 -1.547 6.534
H -4.002 0.571 7.007
H -3.245 2.667 5.917
H -1.320 2.653 4.414
Cl 2.348 2.775 -0.470
C 0.895 3.256 0.387
C -0.150 2.340 0.560
C -1.228 2.869 1.275
Cl -2.604 1.848 1.628
C -1.288 4.170 1.774
Cl -2.687 4.747 2.621
C -0.204 5.021 1.597
Cl -0.227 6.619 2.253
C 0.899 4.559 0.895
Cl 2.262 5.609 0.687
C 3.179 -4.959 -4.346
C 1.874 -4.699 -4.742
C 1.040 -3.927 -3.943
C 1.506 -3.410 -2.739
C 2.821 -3.655 -2.354
C 3.652 -4.428 -3.154
As 0.364 -2.433 -1.481
C -0.133 -4.021 -0.439
C 0.633 -4.668 0.520
C 0.110 -5.771 1.186
C -1.169 -6.228 0.884
C -1.928 -5.590 -0.087
C -1.413 -4.483 -0.751
C -2.103 -3.719 -1.816
C -3.404 -3.931 -2.262
C -3.923 -3.136 -3.274
C -3.147 -2.135 -3.853
C -1.857 -1.910 -3.399
C -1.340 -2.698 -2.380
H 3.825 -5.570 -4.965
H 1.496 -5.106 -5.672
H 0.024 -3.734 -4.263
H 3.190 -3.239 -1.424
H 4.672 -4.617 -2.842
H 1.628 -4.306 0.751
H 0.701 -6.273 1.942
H -1.573 -7.088 1.405
H -2.918 -5.961 -0.327
H -4.021 -4.699 -1.811
H -4.942 -3.289 -3.607
H -3.558 -1.517 -4.642
H -1.259 -1.114 -3.829
*
```

Its expectation value of S² is 2.0194. As for the relative energy (zero: lowest compared OMol25 entry of this formula, charge and spin): 0.0000 eV. The gap between HOMO and LUMO (spin up / spin down) comes out at 6.3376 / 5.9887 eV. The calculation puts the LUMO energy (spin up / spin down) at 2.367 / 1.579 eV. As for the HOMO energy (spin up / spin down): -3.97 / -4.41 eV. The value obtained for the calculated total energy is -228785.8744 eV.

2.
Molecular formula: C60H43CeCl4N8SeSi
Method: DFT, the ωB97M-V functional and the def2-TZVPD basis

Geometry as ORCA input:
```
! wB97M-V def2-TZVPD RIJCOSX def2/J DEFGRID3
* xyz 0 2
Ce -0.267 -0.353 0.174
Cl 4.647 -3.682 5.417
C 3.209 -3.144 4.615
C 2.893 -1.736 4.705
C 1.764 -1.255 4.173
C 1.199 -2.668 2.063
C 1.207 -3.570 3.278
C 2.408 -4.014 3.994
C 0.803 -2.085 3.419
C -0.567 -1.532 3.557
C -1.335 -1.541 4.748
C -2.286 -0.571 4.600
C -2.076 0.034 3.321
C -2.796 1.131 2.825
C -3.788 1.789 3.718
C -4.918 1.163 4.236
C -5.780 1.833 5.090
C -5.509 3.143 5.446
Cl -6.559 3.972 6.546
C -4.402 3.798 4.929
C -3.557 3.123 4.066
C -2.623 1.751 1.568
N -1.553 1.626 0.741
C -1.818 2.397 -0.368
C -0.884 2.729 -1.357
C -1.336 3.586 -2.487
C -1.858 4.862 -2.282
C -2.259 5.642 -3.355
C -2.140 5.144 -4.643
Cl -2.639 6.121 -5.986
C -1.613 3.883 -4.870
C -1.208 3.116 -3.791
C 0.515 2.452 -1.307
C 1.487 3.229 -2.023
C 2.707 2.802 -1.605
C 2.478 1.737 -0.676
N 1.133 1.549 -0.504
C 3.506 0.951 -0.134
C 3.339 -0.266 0.540
C 4.366 -1.080 1.097
C 3.751 -2.163 1.681
C 2.367 -1.979 1.474
N 2.112 -0.856 0.790
C 4.894 1.451 -0.295
C 5.258 2.658 0.298
C 6.563 3.117 0.234
C 7.513 2.370 -0.443
Cl 9.155 2.922 -0.502
C 7.165 1.187 -1.074
C 5.861 0.728 -0.990
C -3.150 2.944 -0.262
C -3.624 2.590 0.956
N -1.011 -0.583 2.688
H 3.553 -1.098 5.276
H 1.471 -0.227 4.346
H 0.418 -4.314 3.241
H 2.608 -5.077 4.021
H -1.167 -2.202 5.584
H -3.033 -0.282 5.321
H -5.142 0.140 3.959
H -6.662 1.342 5.477
H -4.205 4.827 5.200
H -2.691 3.629 3.658
H -1.929 5.256 -1.277
H -2.658 6.636 -3.202
H -1.514 3.507 -5.879
H -0.786 2.136 -3.953
H 1.259 4.021 -2.716
H 3.675 3.150 -1.928
H 5.422 -0.870 1.086
H 4.218 -2.992 2.183
H 4.511 3.233 0.830
H 6.848 4.045 0.712
H 7.908 0.624 -1.622
H 5.584 -0.198 -1.478
H -3.656 3.510 -1.026
H -4.581 2.843 1.384
N -3.995 -1.123 0.717
C -2.858 -1.097 0.490
H -4.948 -1.255 0.983
Se -1.632 -3.253 1.911
N 0.101 -2.913 1.117
C 0.299 -4.017 0.239
C 1.382 -4.145 -0.612
C 1.474 -5.264 -1.430
C 0.484 -6.245 -1.407
C -0.604 -6.131 -0.568
C -0.719 -5.009 0.265
N -1.783 -4.783 1.071
H 2.142 -3.375 -0.653
H 2.324 -5.364 -2.091
H 0.562 -7.098 -2.068
H -1.382 -6.882 -0.553
C -2.492 -1.929 -4.584
Si -2.211 -1.479 -2.759
C -2.607 -3.119 -1.895
C -3.523 -0.146 -2.383
N -0.657 -0.997 -2.184
C 0.353 -0.561 -3.020
C 1.699 -0.619 -2.601
C 2.727 -0.141 -3.392
C 2.479 0.384 -4.653
C 1.170 0.406 -5.111
C 0.133 -0.056 -4.320
H -3.322 -2.636 -4.649
H -1.612 -2.406 -5.023
H -2.750 -1.064 -5.200
H -3.648 -3.410 -2.064
H -2.447 -3.092 -0.821
H -1.969 -3.908 -2.301
H -4.491 -0.598 -2.153
H -3.664 0.512 -3.245
H -3.237 0.484 -1.542
H 1.919 -1.082 -1.644
H 3.748 -0.186 -3.026
H 3.289 0.747 -5.271
H 0.952 0.797 -6.099
H -0.881 -0.037 -4.701
*
```

Its expectation value of S² is 0.8191. The gap between HOMO and LUMO (spin up / spin down) comes out at 4.4910 / 4.4334 eV. The calculation puts the LUMO energy (spin up / spin down) at -1.776 / -1.860 eV. As for the HOMO energy (spin up / spin down): -6.27 / -6.29 eV. The value obtained for the calculated total energy is -211081.1218 eV.